Computed, not measured: a single C3H3NO2 molecule, with ωB97M-V with the def2-TZVPD basis set.

Structure (XYZ):
```
9
Properties=species:S:1:pos:R:3:forces:R:3
N 0.031900 1.975056 1.331573 0.030 -0.529 -0.507
C 0.075769 1.115692 0.460461 -0.255 0.221 0.389
C 0.085669 0.116780 -0.404131 0.037 -0.047 0.187
O -0.317464 0.244495 -1.697325 0.052 -0.126 -0.073
C 0.398795 -1.224657 0.081897 -0.037 -0.182 -0.202
O 0.285571 -2.177558 -0.666302 0.058 0.269 0.244
H -0.891664 1.948818 1.770518 0.043 0.324 0.234
H -0.362418 -0.673566 -2.018821 0.060 0.058 -0.097
H 0.693842 -1.325061 1.142131 0.012 0.011 -0.176
```
Positions in Å, forces in eV/Å.

Charge: 0
E_HOMO in eV: -9.121
Energy above the lowest of the compared OMol25 structures with the same formula, charge and spin in kcal per mole: 56.1
SMILES: N=C=C(O)C=O
LUMO energy in eV: 0.3
Orbital gap in eV: 9.5